Density functional theory data (ωB97M-V/def2-TZVPD) for a structure of composition C34H35N2OV in a non-equilibrium geometry.

The orbital gap (spin up / spin down) is 5.51 / 5.84 eV.

The geometry in ORCA input format:
```
! wB97M-V def2-TZVPD RIJCOSX def2/J DEFGRID3
* xyz 1 2
C 2.300 0.320 0.768
C 2.072 -0.752 -0.154
C 1.489 -0.184 -1.335
H 2.444 -1.774 -0.087
C 1.294 1.229 -1.080
C 1.820 1.528 0.202
H 0.949 1.951 -1.814
C -1.510 -2.082 1.330
C -0.262 -2.573 0.854
C -0.209 -2.358 -0.560
H 0.455 -3.175 1.410
C -1.441 -1.735 -0.949
C -2.208 -1.493 0.240
H 1.335 -0.686 -2.285
H 1.931 2.534 0.594
H 2.888 0.243 1.676
H -3.199 -1.033 0.249
H 0.536 -2.726 -1.263
H -1.923 -2.215 2.328
V -0.118 -0.289 0.055
C -1.756 -1.234 -2.335
C -3.276 -1.285 -2.564
C -1.038 -2.070 -3.406
H -3.636 -2.265 -2.210
H -3.515 -1.246 -3.635
H -3.809 -0.498 -2.018
H -1.264 -3.141 -3.290
H 0.056 -1.952 -3.394
H -1.393 -1.748 -4.395
C -1.091 0.153 -2.340
C -1.904 1.360 -2.690
H -0.219 0.151 -2.987
H -0.787 0.463 -1.282
O -2.498 1.876 -1.722
N -1.657 1.882 -3.958
C -0.423 2.707 -4.041
H -2.460 2.375 -4.339
C 0.842 1.954 -4.414
C 2.061 2.556 -4.068
H 2.038 3.534 -3.581
C 3.275 1.909 -4.302
H 4.209 2.392 -4.004
C 3.280 0.660 -4.938
H 4.227 0.141 -5.119
C 2.075 0.097 -5.377
H 2.077 -0.831 -5.954
C 0.852 0.740 -5.114
H -0.087 0.313 -5.475
H -0.254 3.189 -3.061
H -0.595 3.534 -4.747
C -1.248 4.631 2.052
C -1.857 3.825 1.083
C -1.612 2.456 1.051
C -0.720 1.879 1.982
C -0.128 2.694 2.969
C -0.383 4.061 2.993
N -0.362 0.522 1.898
C -0.120 -0.168 3.102
C 0.970 -1.053 3.277
C 1.139 -1.737 4.474
C 0.206 -1.573 5.504
C -0.882 -0.703 5.346
C -1.030 0.014 4.162
H -1.451 5.700 2.062
H -2.534 4.238 0.337
H -2.115 1.811 0.326
H 0.538 2.241 3.708
H 0.084 4.682 3.754
H 1.689 -1.185 2.466
H 2.012 -2.382 4.580
H 0.339 -2.136 6.426
H -1.607 -0.559 6.143
H -1.854 0.722 4.030
*
```


Density functional theory data (ωB97M-V/def2-TZVPD) for a cluster of 21 separate species, C45H65ClFN20O7PS in total in a non-equilibrium geometry.

The orbital gap is 9.96 eV.

The geometry in ORCA input format:
```
! wB97M-V def2-TZVPD RIJCOSX def2/J DEFGRID3
* xyz 0 1
O 1.160 0.121 3.347
C 0.508 -1.044 3.371
Cl -1.231 -1.055 4.110
C 1.074 -2.497 2.864
C 2.523 -2.394 2.037
P 2.677 -1.077 0.649
O 1.198 -0.681 0.212
O 3.479 0.397 1.223
O 3.549 -1.607 -0.762
O 2.451 -3.666 1.245
C 3.829 -4.222 1.098
O 4.061 -5.088 0.073
O 4.781 -3.693 2.088
C 3.899 -2.792 2.901
F 3.669 -3.673 4.106
S 4.916 -1.391 3.643
H 1.161 -3.212 3.796
H 0.270 -3.013 2.148
H 2.785 1.111 1.109
H 3.060 -2.385 -1.161
H 4.652 -1.408 5.047
C 1.465 -7.309 -1.961
C 1.757 -5.840 -1.702
N 2.000 -4.621 -1.488
H 1.692 -7.557 -3.001
H 2.078 -7.932 -1.304
H 0.409 -7.518 -1.767
C 0.857 4.459 2.034
C 1.023 3.319 1.043
N 1.160 2.372 0.221
H 1.465 5.314 1.723
H -0.191 4.766 2.078
H 1.177 4.138 3.029
C 0.052 3.579 -3.148
C 0.344 5.048 -2.889
N 0.587 6.266 -2.675
H 0.279 3.331 -4.188
H 0.665 2.955 -2.491
H -1.004 3.369 -2.954
C -0.203 -4.209 -4.202
C -1.660 -4.630 -4.098
N -2.868 -4.980 -4.012
H -0.139 -3.156 -4.491
H 0.294 -4.344 -3.237
H 0.308 -4.816 -4.954
C -3.487 1.881 5.717
C -2.494 3.031 5.686
N -1.670 3.985 5.661
H -3.039 0.989 5.270
H -3.769 1.659 6.750
H -4.385 2.148 5.153
C -6.043 -2.866 -3.017
C -5.928 -2.532 -1.538
N -5.832 -2.254 -0.312
H -6.991 -3.374 -3.211
H -6.002 -1.949 -3.611
H -5.220 -3.521 -3.316
C -4.112 -7.706 -1.622
C -2.679 -8.065 -1.267
N -1.489 -8.363 -0.974
H -4.126 -7.041 -2.490
H -4.676 -8.612 -1.858
H -4.589 -7.199 -0.778
C -2.216 8.551 -1.390
C -3.673 8.130 -1.286
N -4.881 7.781 -1.199
H -2.152 9.604 -1.679
H -1.719 8.416 -0.425
H -1.705 7.944 -2.142
C -3.477 0.595 0.458
C -3.087 1.184 -0.888
N -2.763 1.673 -2.004
H -3.916 1.371 1.091
H -4.208 -0.205 0.317
H -2.594 0.187 0.957
C -3.478 -4.500 -8.239
C -2.044 -4.859 -7.885
N -0.855 -5.157 -7.591
H -3.492 -3.836 -9.107
H -4.042 -5.407 -8.475
H -3.955 -3.994 -7.395
C 4.015 6.795 -2.736
C 5.008 7.945 -2.767
N 5.832 8.899 -2.792
H 4.463 5.903 -3.182
H 3.733 6.573 -1.703
H 3.117 7.063 -3.300
C -0.459 -2.595 -11.033
C -1.968 -2.427 -11.097
N -3.220 -2.287 -11.150
H -0.203 -3.407 -10.346
H -0.068 -2.832 -12.026
H 0.005 -1.670 -10.679
C -2.004 -1.038 9.062
C -3.322 -0.876 8.323
N -4.415 -0.741 7.709
H -1.329 -0.217 8.805
H -2.179 -1.030 10.142
H -1.535 -1.986 8.784
C -6.400 -1.524 4.287
C -4.966 -1.883 4.642
N -3.777 -2.181 4.935
H -6.414 -0.860 3.419
H -6.964 -2.431 4.051
H -6.877 -1.018 5.131
C 2.546 4.099 6.487
C 2.937 4.688 5.141
N 3.260 5.177 4.024
H 2.107 4.875 7.120
H 1.815 3.299 6.345
H 3.430 3.691 6.985
C -3.585 6.322 7.726
C -3.470 6.656 9.205
N -3.375 6.933 10.431
H -4.534 5.813 7.532
H -3.545 7.239 7.132
H -2.762 5.667 7.427
C -3.063 -7.092 -11.356
C -3.938 -7.317 -10.134
N -4.664 -7.504 -9.120
H -2.065 -7.503 -11.181
H -3.503 -7.585 -12.227
H -2.976 -6.021 -11.560
C 6.764 6.048 5.841
C 5.889 5.822 7.063
N 5.163 5.635 8.077
H 7.762 5.637 6.017
H 6.324 5.554 4.971
H 6.851 7.119 5.637
C 6.228 6.518 -6.514
C 4.771 6.096 -6.410
N 3.563 5.747 -6.323
H 6.292 7.570 -6.803
H 6.725 6.383 -5.549
H 6.739 5.910 -7.266
C 7.733 -4.526 5.365
C 8.026 -3.057 5.623
N 8.269 -1.838 5.837
H 7.960 -4.774 4.324
H 8.346 -5.149 6.021
H 6.677 -4.735 5.558
*
```


Number 1: electronic energy -66532.577 eV. Number 2: electronic energy -127194.601 eV.